1.
DFT (ωB97M-V/def2-TZVPD) results for C38H40N11O2Pd as an isolated structure.

highest occupied orbital energy (alpha / beta)	-9.96 / -10.47	eV
LUMO (alpha / beta)	-2.2 / -4.2	eV
energy	-2352.51507	hartree

Geometry as ORCA input:
```
! wB97M-V def2-TZVPD RIJCOSX def2/J DEFGRID3
* xyz 1 3
Pd -0.265 -0.364 0.283
C 5.425 -0.608 1.229
N 4.117 -0.491 0.588
C 2.964 -0.065 1.104
N 2.021 -0.082 0.178
C 2.674 -0.572 -0.913
N 3.944 -0.824 -0.706
C 5.664 -1.950 1.879
C 6.547 -2.863 1.319
C 6.769 -4.090 1.933
C 6.092 -4.425 3.091
C 5.189 -3.518 3.644
C 4.992 -2.279 3.046
C 4.380 -3.912 4.791
N 4.456 -4.975 5.517
N 3.370 -4.951 6.369
C 2.712 -3.875 6.099
O 3.300 -3.156 5.112
C 1.416 -3.435 6.602
C 0.653 -4.303 7.381
C -0.622 -3.928 7.763
C -1.142 -2.704 7.364
C -0.377 -1.828 6.606
C -0.932 -0.475 6.224
N -0.538 -0.041 4.888
C -0.841 -0.567 3.694
N -0.295 0.159 2.732
C 0.354 1.133 3.421
N 0.236 1.045 4.725
C 0.908 -2.195 6.230
H 5.493 0.188 1.971
H 6.164 -0.424 0.453
H 2.849 0.272 2.122
H 2.198 -0.730 -1.867
H 7.068 -2.616 0.402
H 7.465 -4.793 1.496
H 6.237 -5.382 3.574
H 4.296 -1.579 3.493
H 1.068 -5.262 7.660
H -1.227 -4.600 8.357
H -2.149 -2.428 7.654
H -0.553 0.294 6.895
H -2.019 -0.479 6.292
H -1.444 -1.452 3.565
H 0.915 1.926 2.955
H 1.515 -1.521 5.637
O -0.106 2.241 -0.328
H 0.434 2.583 0.392
H 0.463 2.281 -1.104
C -3.037 0.724 1.120
C -4.555 0.966 0.895
N -5.032 0.163 -0.225
C -4.787 -1.246 0.058
C -3.264 -1.502 0.242
N -2.526 -0.232 0.114
C -2.784 0.334 -1.232
C -4.310 0.552 -1.430
H -2.855 0.307 2.108
H -2.460 1.644 1.027
H -4.758 2.016 0.680
H -5.127 0.693 1.783
H -5.180 -1.840 -0.769
H -5.342 -1.517 0.957
H -2.889 -2.190 -0.515
H -3.042 -1.929 1.222
H -2.395 -0.367 -1.968
H -2.230 1.268 -1.310
H -4.683 -0.043 -2.265
H -4.531 1.599 -1.641
C -2.264 -3.638 -3.972
C -2.101 -4.500 -2.894
C -1.324 -4.131 -1.812
C -0.705 -2.867 -1.776
C -0.894 -2.001 -2.864
C -1.650 -2.390 -3.952
N 0.005 -2.418 -0.680
C 0.820 -3.305 -0.021
C 1.124 -3.095 1.334
C 1.941 -3.967 2.017
C 2.521 -5.052 1.364
C 2.272 -5.248 0.011
C 1.431 -4.397 -0.677
H -2.869 -3.935 -4.817
H -2.584 -5.468 -2.893
H -1.223 -4.792 -0.961
H -0.412 -1.031 -2.840
H -1.772 -1.717 -4.791
H 0.676 -2.245 1.835
H 2.126 -3.796 3.067
H 3.169 -5.730 1.904
H 2.741 -6.072 -0.512
H 1.269 -4.535 -1.737
*
```

2.
DFT (ωB97M-V/def2-TZVPD) results for one molecule with the formula C6H9N in a non-equilibrium geometry.

highest occupied orbital energy	-7.76	eV
LUMO	1.1	eV
energy	-288.76796	hartree
SMILES	Cc1cc[nH]c1C

Geometry as ORCA input:
```
! wB97M-V def2-TZVPD RIJCOSX def2/J DEFGRID3
* xyz 0 1
C 0.652 0.963 -1.650
C 0.340 0.587 -0.225
C 0.705 1.284 0.955
C 0.084 0.671 2.015
N -0.493 -0.467 1.542
C -0.366 -0.527 0.172
C -0.664 -1.790 -0.572
H 0.816 0.093 -2.284
H -0.200 1.490 -2.079
H 1.518 1.618 -1.621
H 1.003 2.324 0.967
H -0.053 1.100 2.990
H -1.117 -1.008 2.115
H 0.251 -2.313 -0.822
H -1.178 -1.573 -1.509
H -1.299 -2.449 0.007
*
```

3.
DFT (ωB97M-V/def2-TZVPD) results for a 2-piece molecular cluster, C2H9N2O overall in a non-equilibrium geometry.

highest occupied orbital energy (alpha / beta)	-13.92 / -13.92	eV
LUMO (alpha / beta)	-3.7 / -3.7	eV
energy	-265.98118	hartree

Geometry as ORCA input:
```
! wB97M-V def2-TZVPD RIJCOSX def2/J DEFGRID3
* xyz 1 1
C 1.661 -1.141 -0.323
C -0.601 -1.085 0.382
N -1.252 2.148 0.300
N 0.262 -1.349 -0.601
O -0.525 1.013 -0.155
H 2.129 -1.686 -1.087
H 1.737 -0.044 -0.467
H 1.867 -1.331 0.739
H -0.271 -0.746 1.304
H -1.694 -1.303 0.283
H -0.898 2.639 1.102
H -1.437 2.841 -0.445
H -0.063 -1.643 -1.471
H -2.165 1.673 0.589
*
```

4.
DFT (ωB97M-V/def2-TZVPD) results for C28H31Cl3GeN4O5SY as an isolated structure in a non-equilibrium geometry.

highest occupied orbital energy	-5.66	eV
LUMO	2.0	eV
energy	-5575.04328	hartree

Geometry as ORCA input:
```
! wB97M-V def2-TZVPD RIJCOSX def2/J DEFGRID3
* xyz -1 1
Y -0.138 0.607 0.847
O 0.230 2.662 0.109
C -0.133 3.881 0.357
C -0.076 4.855 -0.669
C -0.471 6.153 -0.455
C -0.937 6.570 0.798
C -0.985 5.647 1.815
C -0.598 4.310 1.628
C -0.656 3.446 2.787
N -0.411 2.194 2.840
C -0.459 1.580 4.165
C -0.683 0.076 4.040
N 0.269 -0.409 3.060
C 1.228 -1.156 3.453
C 2.392 -1.529 2.686
C 3.224 -2.531 3.212
C 4.397 -2.893 2.597
C 4.787 -2.195 1.446
C 4.021 -1.178 0.934
C 2.777 -0.817 1.513
O 2.057 0.129 1.002
H 0.285 4.532 -1.637
H -0.421 6.864 -1.271
H -1.246 7.593 0.962
H -1.330 5.946 2.800
H -0.933 3.965 3.715
H -1.234 2.035 4.790
H 0.509 1.738 4.652
H -1.698 -0.123 3.690
H -0.542 -0.397 5.020
H 1.215 -1.522 4.489
H 2.910 -3.034 4.121
H 5.014 -3.685 2.998
H 5.717 -2.455 0.953
H 4.348 -0.624 0.063
C -2.767 -1.132 -1.859
Ge -3.269 0.500 -0.883
C -2.718 2.092 -1.918
C -5.244 0.516 -0.906
C -2.497 0.506 0.892
H -3.067 -1.065 -2.907
H -3.281 -1.989 -1.419
H -1.697 -1.334 -1.829
H -2.734 1.886 -2.990
H -1.723 2.442 -1.638
H -3.412 2.912 -1.725
H -5.626 0.473 -1.928
H -5.625 1.423 -0.433
H -5.635 -0.343 -0.357
H -2.897 -0.383 1.404
H -2.903 1.381 1.420
Cl -1.484 -5.204 0.649
C 0.072 -4.494 0.148
Cl 1.352 -5.002 1.261
Cl 0.489 -4.912 -1.499
C -0.051 -3.036 0.272
N -0.147 -1.902 0.370
N 0.441 0.506 -1.758
C 0.888 -0.621 -2.529
C 1.982 -1.369 -2.115
C 2.358 -2.501 -2.827
C 1.645 -2.896 -3.951
C 0.570 -2.131 -4.376
C 0.192 -0.999 -3.671
S 2.024 -4.441 -4.783
O 3.409 -4.722 -4.443
O 1.775 -4.183 -6.191
O 1.072 -5.381 -4.186
H -0.227 1.050 -2.291
H 1.203 1.128 -1.502
H 2.517 -1.069 -1.227
H 3.209 -3.096 -2.517
H 0.034 -2.436 -5.266
H -0.654 -0.407 -4.004
*
```